No. 1
49
Properties=species:S:1:pos:R:3 method="wB97M-V/def2-TZVPD" relative_energy_kj_mol=95.97 e_tot_ha=-3043.46303 orbital_gap_ev="8.56 / 7.52" multiplicity=5 max_force_ha_per_bohr=0.01349 charge=+1
Os 1.108 -2.043 1.039
F 5.162 -3.468 2.397
C 3.994 -3.763 2.938
F 3.383 -2.649 3.322
F 4.156 -4.558 3.973
S 2.929 -4.684 1.675
O 1.607 -3.968 1.708
O 2.897 -6.035 2.077
N 3.625 -4.479 0.262
S 3.204 -3.179 -0.487
O 1.986 -3.229 -1.252
O 3.154 -2.014 0.472
C 4.613 -2.842 -1.638
F 5.712 -2.645 -0.940
F 4.293 -1.753 -2.315
F 4.745 -3.869 -2.446
C -4.704 2.617 0.391
C -3.425 3.176 -0.208
C -3.634 3.674 -1.627
C -2.364 4.321 -2.149
C -1.208 3.367 -2.034
C -0.122 3.472 -2.867
C 0.946 2.578 -2.767
F 1.970 2.730 -3.605
C 0.962 1.567 -1.854
C -0.142 1.431 -0.996
C -0.177 0.373 -0.031
O 0.884 -0.386 0.067
C -1.307 0.227 0.755
C -2.327 1.161 0.641
N -2.308 2.168 -0.211
C -1.225 2.327 -1.079
C -1.534 -0.898 1.710
O -2.408 -0.876 2.528
O -0.747 -1.961 1.523
H -5.499 3.338 0.210
H -4.647 2.470 1.468
H -4.992 1.679 -0.087
H -3.066 4.005 0.409
H -4.454 4.391 -1.624
H -3.932 2.836 -2.265
H -2.146 5.222 -1.568
H -2.478 4.632 -3.186
H -0.082 4.250 -3.619
H 1.794 0.882 -1.791
H -3.179 1.058 1.295
O 0.412 -2.752 4.060
N -0.404 -3.606 4.226
O -1.026 -4.295 3.499

=====

No. 2
9
Properties=species:S:1:pos:R:3 method="wB97M-V/def2-TZVPD" relative_energy_kj_mol=342.11 e_tot_ha=-829.09258 orbital_gap_ev=8.00 max_force_ha_per_bohr=0.04977
C 1.879 0.665 -1.359
C -1.320 -0.930 1.041
N -1.159 -0.531 -0.148
S 1.499 1.909 -0.245
I 2.928 -1.016 -0.582
H -2.206 -1.400 1.375
H -0.612 -0.634 1.806
H 0.943 2.839 -1.270
H -1.951 -0.900 -0.618

=====

No. 3
189
Properties=species:S:1:pos:R:3 method="wB97M-V/def2-TZVPD" e_tot_ha=-5044.02027 orbital_gap_ev=7.50 max_force_ha_per_bohr=0.07524
C 0.183 4.604 5.346
C -0.765 3.610 4.682
C -1.483 4.208 3.458
N -2.393 3.173 2.745
C -3.473 2.582 3.731
C -4.460 3.687 4.218
C -5.175 4.336 3.017
C -4.136 4.909 2.014
C -3.122 3.886 1.599
C -1.741 1.920 2.210
H -0.397 5.448 5.701
H 0.921 4.792 4.597
H 0.606 4.077 6.197
H -1.488 3.320 5.472
H -0.184 2.722 4.391
H -0.755 4.384 2.669
H -2.059 5.132 3.687
H -2.907 2.094 4.546
H -4.070 1.825 3.163
H -4.045 4.602 4.690
H -5.227 3.359 4.934
H -5.893 5.126 3.349
H -5.852 3.604 2.469
H -3.596 5.787 2.471
H -4.600 5.261 1.061
H -2.354 4.303 1.001
H -3.636 3.102 1.067
H -1.155 1.468 2.986
H -1.072 2.116 1.376
H -2.587 1.201 1.983
B -0.171 -0.873 -0.208
F -0.253 0.341 0.491
F 1.169 -1.206 -0.333
F -0.853 -1.882 0.553
F -0.847 -0.775 -1.409
C -3.570 -4.386 -0.607
C -3.384 -5.645 -1.049
C -2.653 -5.855 -2.233
C -2.358 -4.768 -3.043
C -2.662 -3.463 -2.636
C -3.253 -3.249 -1.408
O -3.532 -2.057 -0.857
O -2.339 -7.106 -2.727
H -4.199 -4.288 0.283
H -3.813 -6.458 -0.415
H -1.689 -4.926 -3.898
H -2.201 -2.629 -3.217
H -3.368 -1.320 -1.553
H -2.294 -7.821 -2.041
C 5.312 2.751 -0.466
C 5.262 2.962 -1.846
C 4.770 1.963 -2.683
C 4.342 0.787 -2.146
C 4.621 0.510 -0.822
C 5.058 1.495 0.028
O 5.209 1.246 1.385
O 4.657 2.277 -4.034
H 5.686 3.510 0.203
H 5.609 3.914 -2.263
H 3.905 0.073 -2.848
H 4.448 -0.515 -0.564
H 4.759 0.419 1.579
H 4.184 1.664 -4.578
C 1.773 1.124 5.508
C 2.525 0.769 4.366
C 1.865 -0.008 3.384
C 0.590 -0.559 3.644
C -0.126 -0.202 4.802
C 0.518 0.597 5.731
O -0.260 0.850 6.888
O 2.553 -0.325 2.258
H 2.324 1.644 6.313
H 3.542 1.046 4.148
H 0.073 -1.180 2.933
H -1.209 -0.521 4.902
H 0.399 1.050 7.584
H 1.949 -0.516 1.524
C 3.901 -3.136 -1.033
C 3.093 -2.668 -2.075
C 3.596 -2.638 -3.363
C 4.855 -3.147 -3.589
C 5.599 -3.694 -2.564
C 5.147 -3.604 -1.259
O 5.962 -4.006 -0.226
O 2.832 -2.039 -4.384
H 3.531 -3.000 -0.004
H 2.097 -2.309 -1.833
H 5.329 -3.219 -4.577
H 6.522 -4.264 -2.838
H 5.419 -4.307 0.513
H 1.881 -1.988 -4.161
C -5.335 -0.400 3.287
C -6.570 0.216 3.340
C -7.008 0.936 2.188
C -6.329 0.796 1.048
C -5.158 0.077 0.997
C -4.650 -0.563 2.056
O -3.513 -1.346 2.068
O -8.156 1.721 2.318
H -4.889 -1.035 4.127
H -7.071 0.362 4.262
H -6.640 1.308 0.185
H -4.667 0.051 0.016
H -3.512 -1.634 1.158
H -8.260 2.166 1.509
C -2.175 3.671 -3.616
C -2.129 2.579 -2.777
C -3.196 2.255 -1.950
C -4.258 3.054 -1.881
C -4.372 4.133 -2.787
C -3.331 4.465 -3.605
O -3.166 5.564 -4.474
O -2.983 1.330 -0.961
H -1.268 3.918 -4.148
H -1.155 2.028 -2.820
H -4.966 3.003 -1.102
H -5.193 4.785 -2.673
H -4.037 5.934 -4.571
H -2.077 0.898 -1.062
C 3.135 -1.264 -7.995
C 3.301 -1.443 -9.375
C 3.663 -0.303 -10.141
C 3.739 0.956 -9.510
C 3.582 1.082 -8.142
C 3.287 -0.046 -7.396
O 3.271 0.026 -6.045
O 3.794 -0.435 -11.482
H 2.766 -2.108 -7.405
H 3.209 -2.434 -9.868
H 3.723 1.922 -10.064
H 3.691 2.043 -7.585
H 3.061 -0.786 -5.563
H 3.732 0.411 -11.939
C 1.742 -5.505 7.706
C 1.824 -5.669 6.355
C 0.960 -5.022 5.508
C 0.123 -4.080 6.081
C 0.013 -3.903 7.423
C 0.794 -4.665 8.266
O 0.815 -4.456 9.632
O 1.230 -5.201 4.130
H 2.561 -6.002 8.232
H 2.510 -6.420 6.008
H -0.467 -3.455 5.472
H -0.675 -3.166 7.705
H 0.214 -3.760 9.835
H 0.599 -4.793 3.558
C 0.548 -6.290 -1.431
C 0.274 -5.205 -0.491
C -0.087 -5.481 0.823
C -0.149 -6.802 1.276
C 0.048 -7.802 0.346
C 0.251 -7.583 -1.037
O 0.441 -8.624 -1.904
O -0.377 -4.419 1.740
H 0.916 -5.928 -2.411
H 0.328 -4.186 -0.800
H -0.412 -7.064 2.360
H -0.118 -8.816 0.543
H -0.232 -8.259 -2.572
H -0.366 -3.632 1.167
C 0.737 1.717 -5.873
C 0.346 0.457 -5.570
C 0.479 -0.048 -4.278
C 1.045 0.851 -3.310
C 1.480 2.122 -3.655
C 1.415 2.494 -4.978
O 1.841 3.758 -5.433
O 0.056 -1.287 -3.991
H 0.491 2.168 -6.862
H -0.190 -0.102 -6.258
H 1.214 0.482 -2.247
H 1.917 2.855 -2.991
H 2.367 4.087 -4.713
H -0.312 -1.166 -3.057
C 2.691 3.799 1.850
C 1.644 3.278 1.131
C 0.813 4.069 0.386
C 1.201 5.382 0.226
C 2.302 5.952 0.878
C 2.979 5.139 1.787
O 4.043 5.616 2.562
O -0.461 3.563 -0.091
H 3.275 3.095 2.418
H 1.469 2.223 1.307
H 0.661 5.963 -0.491
H 2.579 6.954 0.649
H 4.194 6.576 2.410
H -0.386 3.219 -1.004